Entry 1:
Here is one molecule with the formula C2H3Cl2F2NS in a non-equilibrium geometry from the Open Molecules 2025 dataset. Energies are from wB97M-V/def2-TZVPD.

Results
Energy = -44922.36019 eV
Frontier orbital gap = 0.2841 Ha
F_max = 0.1591 Eh/bohr

Cartesian coordinates (Å):
C 0.305 -0.242 0.832
C 1.270 -0.197 -0.290
H -1.412 -0.983 1.380
H -1.011 -1.723 -0.053
H 2.245 0.163 -0.164
N -0.612 -1.176 0.807
F -2.149 1.600 -1.485
F 1.274 -1.408 -0.978
S 0.406 0.705 2.246
Cl -0.863 2.419 -0.772
Cl 0.546 0.842 -1.524

Charges obtained by natural (NBO) population analysis, quoted in units of e: atom 1 (C): 0.08, atom 2 (C): 0.13, atom 3 (H): 0.41, atom 4 (H): 0.42, atom 5 (H): 0.23, atom 6 (N): -0.75, atom 7 (F): -0.37, atom 8 (F): -0.35, atom 9 (S): -0.16, atom 10 (Cl): 0.36, atom 11 (Cl): -0.01

=====

Entry 2:
Here is C49H43GeN4O8S2Ti as an isolated structure in a non-equilibrium geometry from the Open Molecules 2025 dataset. Energies are from wB97M-V/def2-TZVPD.

Results
Energy relative to the best compared isomer or geometry (same formula, charge and spin) = 0.000 eV
Energy = -175157.90500 eV
Multiplicity = 2
Frontier orbital gap (alpha / beta) = 0.2299 / 0.2592 Ha
F_max = 0.0279 Eh/bohr
<S²> = 0.77

Cartesian coordinates (Å):
Ti 0.292 0.949 -0.152
C 4.288 -0.526 0.446
O 3.473 -0.710 1.613
C 2.223 -0.423 1.256
N 2.003 -0.248 -0.022
C 3.280 -0.372 -0.720
C 3.643 0.771 -1.653
C 4.937 0.803 -2.169
C 5.323 1.793 -3.058
C 4.420 2.773 -3.443
C 3.130 2.747 -2.940
C 2.746 1.756 -2.050
C 1.157 -0.285 2.196
C 1.181 -0.624 3.543
C 0.029 -0.511 4.296
C -1.159 -0.095 3.671
C -1.122 0.241 2.343
N 0.015 0.196 1.605
C -2.283 0.538 1.529
N -2.168 0.688 0.264
C -3.532 0.582 -0.286
C -4.415 0.737 0.974
O -3.509 0.510 2.066
C -3.962 1.516 -1.388
C -3.226 2.620 -1.792
C -3.691 3.427 -2.823
C -4.901 3.150 -3.437
C -5.657 2.065 -3.013
C -5.189 1.252 -1.995
H 4.944 -1.389 0.356
H 4.883 0.380 0.580
H 3.249 -1.293 -1.319
H 5.654 0.045 -1.873
H 6.330 1.798 -3.454
H 4.722 3.554 -4.127
H 2.413 3.499 -3.244
H 1.731 1.765 -1.673
H 2.104 -0.992 3.968
H 0.022 -0.766 5.345
H -2.100 -0.057 4.198
H -3.598 -0.441 -0.669
H -5.224 0.013 1.034
H -4.824 1.747 1.054
H -2.290 2.836 -1.306
H -3.103 4.283 -3.129
H -5.261 3.768 -4.249
H -6.614 1.857 -3.474
H -5.776 0.402 -1.664
O -0.839 4.554 0.530
C -0.143 3.607 0.304
O -0.409 2.615 -0.519
C 1.249 3.333 0.970
O 1.880 4.155 1.574
O 1.583 2.094 0.730
S 0.174 -2.956 0.563
C -0.043 -3.454 -0.984
N 0.634 -3.000 -2.049
C 0.338 -3.585 -3.346
C -1.030 -4.240 -3.226
S -1.148 -4.726 -1.470
H 1.098 -2.108 -1.969
H 1.101 -4.333 -3.585
H 0.359 -2.816 -4.117
H -1.140 -5.122 -3.850
H -1.841 -3.540 -3.422
O -1.674 -1.177 -1.743
C -1.071 -0.299 -2.323
O 0.015 0.271 -1.836
C -1.543 0.168 -3.695
C -0.653 1.203 -4.400
Ge 0.110 0.494 -6.096
C -1.319 -0.631 -6.875
C -2.526 -0.047 -7.257
C -3.553 -0.808 -7.793
C -3.395 -2.178 -7.945
C -2.210 -2.778 -7.548
C -1.182 -2.010 -7.017
C 0.643 1.886 -7.393
C 1.941 1.935 -7.895
C 2.308 2.898 -8.825
C 1.380 3.827 -9.270
C 0.079 3.781 -8.789
C -0.282 2.820 -7.857
C 1.678 -0.663 -5.801
C 2.337 -0.700 -4.574
C 3.464 -1.492 -4.402
C 3.947 -2.260 -5.450
C 3.297 -2.234 -6.677
C 2.175 -1.439 -6.849
H -2.540 0.577 -3.520
H -1.688 -0.734 -4.296
H 0.151 1.526 -3.739
H -1.233 2.098 -4.629
H -2.670 1.020 -7.126
H -4.478 -0.334 -8.095
H -4.191 -2.774 -8.371
H -2.084 -3.849 -7.655
H -0.263 -2.495 -6.710
H 2.677 1.217 -7.553
H 3.321 2.922 -9.208
H 1.668 4.585 -9.987
H -0.653 4.494 -9.144
H -1.299 2.804 -7.483
H 1.966 -0.098 -3.750
H 3.980 -1.499 -3.450
H 4.829 -2.872 -5.316
H 3.671 -2.830 -7.501
H 1.680 -1.409 -7.814

These are the Mulliken partial charges, in e, on atoms 1 to 99: atom 1 (Ti): -1.77, atom 2 (C): -0.68, atom 3 (O): -0.48, atom 4 (C): 0.48, atom 5 (N): 1.50, atom 6 (C): 0.30, atom 7 (C): 0.36, atom 8 (C): -0.31, atom 9 (C): -0.78, atom 10 (C): -0.89, atom 11 (C): -1.04, atom 12 (C): 0.25, atom 13 (C): -0.39, atom 14 (C): -0.84, atom 15 (C): -0.93, atom 16 (C): -0.60, atom 17 (C): -0.16, atom 18 (N): 1.14, atom 19 (C): 0.26, atom 20 (N): 0.48, atom 21 (C): -0.52, atom 22 (C): -0.41, atom 23 (O): -0.51, atom 24 (C): -0.21, atom 25 (C): 0.37, atom 26 (C): -0.89, atom 27 (C): -0.51, atom 28 (C): -0.74, atom 29 (C): -0.47, atom 30 (H): 0.37, atom 31 (H): 0.40, atom 32 (H): 0.10, atom 33 (H): 0.46, atom 34 (H): 0.43, atom 35 (H): 0.45, atom 36 (H): 0.51, atom 37 (H): 0.81, atom 38 (H): 0.63, atom 39 (H): 0.46, atom 40 (H): 0.64, atom 41 (H): 0.48, atom 42 (H): 0.37, atom 43 (H): 0.35, atom 44 (H): 0.60, atom 45 (H): 0.49, atom 46 (H): 0.42, atom 47 (H): 0.42, atom 48 (H): 0.44, atom 49 (O): -0.63, atom 50 (C): 0.69, atom 51 (O): -0.22, atom 52 (C): 0.41, atom 53 (O): -0.63, atom 54 (O): -0.72, atom 55 (S): -0.33, atom 56 (C): 0.50, atom 57 (N): 0.19, atom 58 (C): 0.12, atom 59 (C): -0.59, atom 60 (S): -0.17, atom 61 (H): -0.58, atom 62 (H): 0.42, atom 63 (H): -0.50, atom 64 (H): 0.52, atom 65 (H): 0.23, atom 66 (O): -0.81, atom 67 (C): 0.72, atom 68 (O): 0.91, atom 69 (C): -0.30, atom 70 (C): -0.48, atom 71 (Ge): 0.91, atom 72 (C): 0.17, atom 73 (C): -0.39, atom 74 (C): -0.76, atom 75 (C): -0.50, atom 76 (C): -0.85, atom 77 (C): 0.52, atom 78 (C): 0.36, atom 79 (C): -0.22, atom 80 (C): -0.70, atom 81 (C): -0.44, atom 82 (C): -0.73, atom 83 (C): -0.57, atom 84 (C): -0.42, atom 85 (C): 0.72, atom 86 (C): -0.08, atom 87 (C): -0.96, atom 88 (C): -0.91, atom 89 (C): -0.17, atom 90 (H): -0.53, atom 91 (H): 0.33, atom 92 (H): -0.03, atom 93 (H): 0.84, atom 94 (H): 0.20, atom 95 (H): 0.42, atom 96 (H): 0.38, atom 97 (H): 0.44, atom 98 (H): 0.23, atom 99 (H): 0.30

=====

Entry 3:
Here is an isolated ion of composition C8H12ClN4O and charge +1 in a non-equilibrium geometry from the Open Molecules 2025 dataset. Energies are from wB97M-V/def2-TZVPD.

Results
Total charge = +1
Energy relative to the best compared isomer or geometry (same formula, charge and spin) = 1.044 eV
Energy = -29009.15577 eV
Frontier orbital gap (alpha / beta) = 0.2527 / 0.2463 Ha
F_max = 0.0893 Eh/bohr

Cartesian coordinates (Å):
C 2.121 -1.023 -0.533
C -0.805 -2.538 1.750
C 1.276 -2.430 0.984
C 2.758 -2.904 0.690
C -0.375 -1.008 -0.070
C -2.147 1.978 -0.078
C -0.676 1.908 -0.393
C -0.453 0.820 -1.590
N 0.985 -1.280 0.060
N 0.503 -2.970 1.808
N 3.148 -1.832 -0.191
N -1.098 -1.575 0.852
O -0.748 -0.490 -1.142
Cl 4.752 -1.280 -0.061
H 2.352 -0.097 -1.162
H -1.599 -3.063 2.260
H 3.366 -2.943 1.629
H 2.754 -3.963 0.172
H -2.711 2.178 -0.994
H -2.624 1.112 0.273
H -2.304 2.858 0.494
H 0.082 1.805 0.379
H -0.372 2.963 -0.908
H -1.004 1.068 -2.495
H 0.558 0.869 -2.130
H -2.119 -1.509 0.616

Charges obtained by natural (NBO) population analysis, quoted in units of e: atom 1 (C): 0.23, atom 2 (C): 0.04, atom 3 (C): 0.36, atom 4 (C): -0.27, atom 5 (C): 0.64, atom 6 (C): -0.63, atom 7 (C): -0.43, atom 8 (C): -0.09, atom 9 (N): -0.38, atom 10 (N): -0.35, atom 11 (N): -0.40, atom 12 (N): -0.45, atom 13 (O): -0.46, atom 14 (Cl): 0.22, atom 15 (H): 0.25, atom 16 (H): 0.23, atom 17 (H): 0.26, atom 18 (H): 0.24, atom 19 (H): 0.22, atom 20 (H): 0.20, atom 21 (H): 0.24, atom 22 (H): 0.22, atom 23 (H): 0.24, atom 24 (H): 0.23, atom 25 (H): 0.19, atom 26 (H): 0.46

=====

Entry 4:
Here is one molecule with the formula C14H17N3O3S from the Open Molecules 2025 dataset. Energies are from wB97M-V/def2-TZVPD.

Results
Energy relative to the best compared isomer or geometry (same formula, charge and spin) = 2.162 eV
SMILES string = Cc1cccc(S(=O)(=O)NNC(=O)Cc2cccn2C)c1
Energy = -36241.31678 eV
Frontier orbital gap = 0.3301 Ha
F_max = 0.0139 Eh/bohr

Cartesian coordinates (Å):
C -1.079 -3.543 -1.082
C -0.988 -2.425 -0.092
C 0.004 -2.392 0.882
C 0.096 -1.344 1.783
C -0.798 -0.289 1.710
C -1.787 -0.332 0.750
S -2.964 1.012 0.646
O -4.298 0.502 0.611
O -2.613 2.023 1.599
N -2.695 1.747 -0.875
N -1.404 2.277 -0.959
C -0.396 1.551 -1.503
O -0.610 0.500 -2.080
C 0.972 2.187 -1.363
C 1.606 1.668 -0.111
C 1.688 2.251 1.130
C 2.397 1.365 1.961
C 2.710 0.272 1.200
N 2.222 0.453 -0.054
C 2.342 -0.480 -1.139
C -1.904 -1.380 -0.138
H -0.909 -3.159 -2.087
H -0.341 -4.314 -0.873
H -2.071 -3.990 -1.060
H 0.715 -3.205 0.938
H 0.865 -1.344 2.539
H -0.748 0.554 2.379
H -2.828 1.090 -1.639
H -1.246 3.003 -0.275
H 0.878 3.271 -1.301
H 1.571 1.922 -2.235
H 1.296 3.210 1.407
H 2.646 1.519 2.992
H 3.253 -0.617 1.456
H 1.380 -0.605 -1.638
H 2.664 -1.443 -0.747
H 3.079 -0.136 -1.870
H -2.704 -1.379 -0.861

Charges obtained by natural (NBO) population analysis, quoted in units of e: atom 1 (C): -0.65, atom 2 (C): 0.08, atom 3 (C): -0.22, atom 4 (C): -0.20, atom 5 (C): -0.19, atom 6 (C): -0.33, atom 7 (S): 2.28, atom 8 (O): -0.92, atom 9 (O): -0.94, atom 10 (N): -0.66, atom 11 (N): -0.47, atom 12 (C): 0.68, atom 13 (O): -0.64, atom 14 (C): -0.53, atom 15 (C): 0.13, atom 16 (C): -0.29, atom 17 (C): -0.31, atom 18 (C): -0.06, atom 19 (N): -0.33, atom 20 (C): -0.42, atom 21 (C): -0.21, atom 22 (H): 0.23, atom 23 (H): 0.21, atom 24 (H): 0.22, atom 25 (H): 0.21, atom 26 (H): 0.23, atom 27 (H): 0.25, atom 28 (H): 0.41, atom 29 (H): 0.42, atom 30 (H): 0.24, atom 31 (H): 0.24, atom 32 (H): 0.22, atom 33 (H): 0.22, atom 34 (H): 0.21, atom 35 (H): 0.24, atom 36 (H): 0.21, atom 37 (H): 0.20, atom 38 (H): 0.23

=====

Entry 5:
Here is a 7-piece molecular cluster, C20H36Cl12O5 overall in a non-equilibrium geometry from the Open Molecules 2025 dataset. Energies are from wB97M-V/def2-TZVPD.

Results
SMILES string = CC(=O)OCCC[C@@H]1COC(=O)O1.ClCCCl.ClCCCl.ClCCCl.ClCCCl.ClCCCl.ClCCCl
Energy = -181832.01124 eV
Frontier orbital gap = 0.3870 Ha
F_max = 0.0360 Eh/bohr

Cartesian coordinates (Å):
C 4.202 -1.180 -2.104
C 4.941 -0.005 -1.536
O 5.251 0.084 -0.372
O 5.267 0.922 -2.470
C 5.185 2.273 -2.027
C 3.757 2.837 -2.001
C 2.711 2.004 -2.755
C 1.731 1.387 -1.774
C 0.630 0.457 -2.283
O -0.576 0.976 -1.687
C -0.137 1.858 -0.746
O -0.587 2.004 0.366
O 0.927 2.496 -1.293
H 3.534 -0.837 -2.886
H 4.910 -1.851 -2.565
H 3.623 -1.671 -1.340
H 5.802 2.855 -2.697
H 5.629 2.372 -1.045
H 3.783 3.844 -2.394
H 3.443 2.923 -0.967
H 3.144 1.279 -3.432
H 2.127 2.683 -3.369
H 2.310 1.005 -0.939
H 0.735 -0.513 -1.810
H 0.566 0.239 -3.339
Cl 1.330 5.042 1.000
C -0.178 4.668 1.875
C -0.653 5.823 2.716
Cl 0.430 6.146 4.095
H 0.001 3.783 2.479
H -0.928 4.427 1.126
H -1.633 5.590 3.131
H -0.728 6.737 2.132
Cl 2.025 0.834 1.832
C 0.941 -0.480 2.350
C 1.464 -1.834 1.940
Cl 1.376 -2.052 0.165
H -0.038 -0.292 1.932
H 0.872 -0.418 3.434
H 0.851 -2.619 2.381
H 2.494 -1.978 2.255
Cl -2.088 -0.586 3.573
C -3.431 0.285 2.775
C -3.131 1.751 2.595
Cl -3.082 2.633 4.147
H -4.326 0.124 3.363
H -3.570 -0.177 1.801
H -3.917 2.207 1.995
H -2.179 1.903 2.096
Cl 5.473 -6.771 -0.622
C 4.155 -5.694 -0.097
C 3.178 -5.404 -1.207
Cl 3.904 -4.401 -2.491
H 4.602 -4.779 0.285
H 3.639 -6.197 0.719
H 2.331 -4.846 -0.812
H 2.812 -6.319 -1.664
Cl -6.465 -0.050 1.372
C -7.416 -1.490 1.835
C -7.452 -1.703 3.326
Cl -5.862 -2.177 3.976
H -6.990 -2.349 1.322
H -8.426 -1.330 1.465
H -8.143 -2.511 3.559
H -7.775 -0.807 3.848
Cl -1.251 -2.115 -3.197
C -2.746 -1.144 -3.243
C -3.948 -1.929 -2.789
Cl -4.388 -3.221 -3.937
H -2.872 -0.773 -4.257
H -2.589 -0.295 -2.579
H -4.807 -1.265 -2.713
H -3.775 -2.389 -1.820

Charges obtained by Mulliken population analysis, quoted in units of e: atom 1 (C): -0.62, atom 2 (C): 0.58, atom 3 (O): -0.59, atom 4 (O): -0.39, atom 5 (C): -0.60, atom 6 (C): -0.70, atom 7 (C): -1.10, atom 8 (C): 1.09, atom 9 (C): -0.61, atom 10 (O): -0.27, atom 11 (C): 0.16, atom 12 (O): -0.39, atom 13 (O): -0.33, atom 14 (H): 0.36, atom 15 (H): 0.37, atom 16 (H): 0.07, atom 17 (H): 0.34, atom 18 (H): 0.36, atom 19 (H): 0.54, atom 20 (H): 0.23, atom 21 (H): 0.56, atom 22 (H): 0.49, atom 23 (H): -0.08, atom 24 (H): -0.10, atom 25 (H): 0.45, atom 26 (Cl): -0.19, atom 27 (C): -0.11, atom 28 (C): -0.45, atom 29 (Cl): -0.21, atom 30 (H): 0.15, atom 31 (H): 0.14, atom 32 (H): 0.31, atom 33 (H): 0.36, atom 34 (Cl): -0.14, atom 35 (C): -0.35, atom 36 (C): -0.58, atom 37 (Cl): -0.15, atom 38 (H): -0.02, atom 39 (H): 0.50, atom 40 (H): 0.38, atom 41 (H): 0.34, atom 42 (Cl): -0.20, atom 43 (C): -0.47, atom 44 (C): 0.26, atom 45 (Cl): -0.21, atom 46 (H): 0.37, atom 47 (H): 0.24, atom 48 (H): 0.28, atom 49 (H): -0.18, atom 50 (Cl): -0.19, atom 51 (C): -0.42, atom 52 (C): -0.32, atom 53 (Cl): -0.17, atom 54 (H): 0.28, atom 55 (H): 0.32, atom 56 (H): 0.13, atom 57 (H): 0.40, atom 58 (Cl): -0.16, atom 59 (C): -0.46, atom 60 (C): -0.50, atom 61 (Cl): -0.16, atom 62 (H): 0.31, atom 63 (H): 0.33, atom 64 (H): 0.35, atom 65 (H): 0.32, atom 66 (Cl): -0.17, atom 67 (C): -0.27, atom 68 (C): -0.46, atom 69 (Cl): -0.20, atom 70 (H): 0.37, atom 71 (H): 0.14, atom 72 (H): 0.32, atom 73 (H): 0.31

=====

Entry 6:
Here is one molecule with the formula C6H16N2 in a non-equilibrium geometry from the Open Molecules 2025 dataset. Energies are from wB97M-V/def2-TZVPD.

Results
Energy relative to the best compared isomer or geometry (same formula, charge and spin) = 1.247 eV
SMILES string = C[C@@H](CCN)N(C)C
Energy = -9460.82696 eV
Frontier orbital gap = 0.3357 Ha
F_max = 0.0751 Eh/bohr

Cartesian coordinates (Å):
C -0.950 1.050 -1.118
C -0.267 0.265 -0.006
C -0.433 -1.220 -0.089
C -1.915 -1.536 0.554
N -1.986 -1.500 1.993
N 1.311 0.381 -0.015
C 1.990 0.205 -1.277
C 1.828 1.516 0.710
H -0.722 0.630 -2.095
H -2.031 1.024 -0.989
H -0.620 2.088 -1.101
H -0.573 0.645 0.974
H 0.289 -1.750 0.532
H -0.436 -1.576 -1.118
H -2.679 -0.869 0.151
H -2.163 -2.548 0.228
H -1.812 -0.566 2.348
H -1.301 -2.123 2.405
H 3.050 0.005 -1.097
H 1.570 -0.645 -1.812
H 1.922 1.090 -1.931
H 1.692 2.472 0.177
H 1.340 1.584 1.684
H 2.898 1.378 0.893

Charges obtained by natural (NBO) population analysis, quoted in units of e: atom 1 (C): -0.64, atom 2 (C): -0.04, atom 3 (C): -0.42, atom 4 (C): -0.21, atom 5 (N): -0.83, atom 6 (N): -0.46, atom 7 (C): -0.42, atom 8 (C): -0.41, atom 9 (H): 0.21, atom 10 (H): 0.22, atom 11 (H): 0.21, atom 12 (H): 0.19, atom 13 (H): 0.22, atom 14 (H): 0.20, atom 15 (H): 0.18, atom 16 (H): 0.18, atom 17 (H): 0.35, atom 18 (H): 0.35, atom 19 (H): 0.20, atom 20 (H): 0.20, atom 21 (H): 0.16, atom 22 (H): 0.15, atom 23 (H): 0.19, atom 24 (H): 0.20

=====

Number 5 is which compound? C20H36Cl12O5